(1)
The following is a quantum chemistry calculation of a 3-piece molecular cluster, C35H22F4NO4P overall, from the OMol25 dataset.

The geometry in XYZ format:
```
67
Properties=species:S:1:pos:R:3:forces:R:3
O 1.350208 2.658797 2.507530 0.10 -0.26 -0.03
C 1.625353 1.472299 2.437017 -0.23 0.90 0.06
C 1.674379 0.637786 3.659162 -0.03 -0.09 0.35
C 1.382449 1.210549 4.897741 -0.02 -0.09 0.21
C 1.387494 0.425056 6.045045 0.02 0.02 -0.20
C 1.682276 -0.933826 5.960166 0.03 0.02 -0.20
C 1.990725 -1.504059 4.730091 -0.05 0.03 0.23
C 1.993484 -0.717978 3.577458 -0.10 0.04 0.34
C 2.340542 -1.330070 2.275285 0.25 -0.80 -0.05
O 2.672393 -2.502735 2.211332 0.09 0.46 0.06
C 2.272042 -0.501420 1.051793 0.03 0.06 -0.35
C 2.561728 -1.076183 -0.186879 -0.02 0.07 -0.22
C 2.467533 -0.313808 -1.345987 -0.02 -0.03 0.20
C 2.083659 1.023380 -1.272444 -0.01 0.01 0.23
C 1.808183 1.602237 -0.037904 0.05 -0.04 -0.27
C 1.906943 0.842436 1.127690 0.02 -0.04 -0.36
H 1.146634 2.267412 4.969581 0.03 -0.14 -0.18
H 1.155803 0.871218 7.006812 0.02 -0.04 -0.11
H 1.673634 -1.548639 6.854345 0.01 0.06 -0.10
H 2.224671 -2.562325 4.671144 0.01 0.17 -0.14
H 2.856584 -2.118852 -0.250897 -0.07 0.13 0.17
H 2.689259 -0.763258 -2.308562 -0.03 0.04 0.11
H 2.001096 1.615406 -2.178590 0.01 -0.06 0.09
H 1.512452 2.645660 0.012076 0.01 -0.16 0.15
O -2.922046 -2.345294 1.039363 0.03 -0.26 -0.16
C -2.793175 -3.386265 0.417768 -0.08 0.80 0.49
C -3.855862 -3.847164 -0.505012 -0.33 -0.03 -0.21
C -5.003075 -3.071428 -0.678179 -0.19 -0.01 -0.14
C -5.987574 -3.476917 -1.572234 0.18 -0.02 0.09
C -5.830236 -4.656239 -2.297066 0.19 -0.04 0.10
C -4.696604 -5.440276 -2.113996 -0.23 0.08 -0.09
C -3.709560 -5.040420 -1.212739 -0.33 0.17 -0.12
C -2.514579 -5.891048 -1.011583 0.13 -0.87 -0.45
O -2.412599 -6.960138 -1.589270 -0.04 0.30 0.15
C -1.443658 -5.420938 -0.104802 0.30 0.01 0.18
C -0.295604 -6.196439 0.065800 0.23 0.02 0.11
C 0.730683 -5.747237 0.889677 -0.27 0.03 -0.13
C 0.614898 -4.523109 1.545271 -0.22 -0.09 0.01
C -0.534025 -3.755004 1.388406 0.24 -0.12 0.04
C -1.568774 -4.204604 0.566831 0.36 -0.09 0.09
H -5.128776 -2.148964 -0.120434 0.18 -0.15 -0.01
H -6.876963 -2.870160 -1.708968 0.10 -0.06 0.02
H -6.593349 -4.965529 -3.003989 0.08 0.02 0.08
H -4.582019 -6.360663 -2.677721 0.13 0.09 0.17
H -0.197498 -7.148566 -0.446019 -0.18 0.16 -0.01
H 1.624344 -6.349676 1.017872 -0.10 0.06 -0.01
H 1.418752 -4.169264 2.179513 -0.16 -0.09 -0.11
H -0.619014 -2.803536 1.904737 -0.15 -0.10 -0.11
F -1.020645 4.820001 -4.580401 2.96 -0.86 -0.05
C 0.341604 4.443245 -4.398517 0.33 -1.31 -0.26
F 0.651655 3.203835 -5.082494 -1.15 2.39 1.10
C 1.328099 5.554548 -4.995929 -0.99 -0.39 -0.77
F 1.004833 5.712700 -6.376504 0.87 -0.33 2.44
F 2.689843 5.121105 -4.889726 -2.81 0.65 -0.19
P 1.177857 7.252339 -4.109876 1.66 0.13 0.80
C 0.971576 6.735543 -2.273309 0.29 -0.83 0.62
C 2.171227 5.966902 -1.701328 -2.69 0.12 3.17
C 2.021113 5.482730 -0.209153 -3.96 2.85 -3.22
C 0.637006 5.900548 0.385142 0.92 0.13 -1.24
C -0.443792 6.718693 -0.342178 3.50 -1.47 -0.64
N -0.254601 7.131099 -1.687543 2.41 -2.30 2.54
H 0.502507 4.218329 -3.286711 -0.25 0.58 -1.69
H 0.022299 7.963822 -4.563633 -0.17 -1.18 0.39
H 3.119204 5.742560 -2.307107 -1.76 0.53 0.90
H 2.805805 4.877573 0.342851 -1.28 0.96 -0.74
H 0.403855 5.572134 1.461754 0.43 0.55 -1.86
H -1.412658 6.962087 0.228434 1.71 -0.29 -1.27
```
Forces are in eV/Å.

- molecular weight (g mol⁻¹) = 627.5
- SMILES = O=C1c2ccccc2C(=O)c2ccccc21.O=C1c2ccccc2C(=O)c2ccccc21.FC(F)C(F)(F)Pc1ccccn1

Results of the Löwdin charge analysis, in e, for atoms 1 through 4:
1 O 0.089
2 C -0.275
3 C -0.082
4 C 0.005

(2)
The following is a quantum chemistry calculation of C35H24Br2N3O4Pb as an isolated structure, from the OMol25 dataset.

The geometry in XYZ format:
```
69
Properties=species:S:1:pos:R:3:forces:R:3
Pb 13.031505 7.105410 14.132989 -0.24 -1.82 -0.45
O 10.574326 13.275547 12.216269 0.39 -0.32 -0.45
C 9.948587 12.673806 13.106023 0.31 1.38 0.16
O 8.886418 13.040359 13.647616 0.16 -1.30 0.28
C 10.738699 11.443606 13.669333 -1.21 0.39 1.15
C 10.061066 10.464026 14.443236 0.69 -0.14 -1.45
C 10.774601 9.348525 14.844468 1.54 0.41 0.12
N 12.154166 9.260291 14.691172 -0.98 0.92 -1.24
C 12.793910 10.224918 13.944386 -2.16 0.47 1.33
C 12.119836 11.383951 13.521115 0.43 0.02 -0.86
C 14.193106 10.068445 13.605786 2.82 -0.41 -0.39
C 15.028999 11.158355 13.232167 -2.04 0.75 1.13
C 16.377547 10.960182 13.079504 0.80 0.97 -1.20
C 16.916123 9.676744 13.172712 -0.49 0.49 -0.16
C 16.014305 8.640367 13.325757 0.55 -0.87 0.00
N 14.742960 8.823846 13.602485 -1.05 2.04 0.29
C 10.092569 8.207656 15.508821 -1.08 -0.33 0.97
C 8.715219 8.221760 15.857032 -0.37 0.79 -1.08
C 8.147041 7.110142 16.479440 0.26 1.52 -0.20
C 8.974348 6.105751 16.903945 -0.24 -2.26 0.18
C 10.307293 6.141545 16.537430 0.72 -0.15 -0.36
N 10.829339 7.148638 15.830134 0.35 -0.04 0.12
H 8.969954 10.470931 14.531482 0.61 0.46 -0.02
H 12.658556 12.210648 12.953453 -1.20 -1.33 0.72
H 14.555582 12.184124 13.264989 0.95 -1.30 -0.42
H 16.988675 11.826843 12.684279 -0.51 -1.10 1.02
H 17.977432 9.542507 13.130698 0.31 -0.32 -0.32
H 16.253306 7.574441 13.187066 0.42 0.52 0.34
H 8.046531 9.066891 15.521383 0.92 -1.10 0.57
H 7.084918 7.111562 16.658183 -0.15 -0.15 0.08
H 8.556386 5.160639 17.348473 0.54 1.23 -0.23
H 11.009363 5.314017 16.768027 -0.56 0.61 -0.14
C 15.396808 6.672582 9.563858 0.23 1.09 -0.32
C 16.439550 6.289303 10.399331 0.11 0.27 0.06
C 16.228368 5.327940 11.364680 -0.97 -0.54 -0.29
C 14.930827 4.830324 11.570756 -0.56 -0.54 0.27
C 13.887882 5.185572 10.709607 1.01 1.12 -1.18
C 14.152291 6.081281 9.639570 0.02 -0.68 1.00
H 15.544994 7.547302 8.915172 0.00 -0.65 -0.05
H 17.410596 6.778235 10.335724 -0.15 -0.16 -0.18
H 17.056641 4.879782 11.871053 0.33 0.11 0.64
H 14.716297 4.135999 12.412943 0.28 0.50 -0.75
H 12.868161 4.875124 10.764274 -0.35 -0.57 0.61
H 13.383064 6.318555 8.910616 -0.01 0.11 0.30
Br 5.834121 4.325247 9.061470 -0.36 -0.31 -0.23
C 7.237337 4.922191 10.141785 0.85 0.99 1.14
C 7.542871 6.283961 10.164761 0.27 0.67 -1.24
C 8.698059 6.742749 10.829570 -0.84 0.02 0.04
C 9.449003 5.833876 11.571058 0.61 1.04 0.92
C 9.049505 4.521980 11.700358 0.18 -0.25 -0.77
C 7.966775 4.067055 10.951877 0.06 -1.30 -0.32
C 10.720622 6.348145 12.305283 0.07 -1.01 -0.08
O 11.231064 5.598865 13.203572 -1.01 -0.28 -0.34
O 11.198717 7.420449 11.929139 -0.32 0.75 -0.24
H 6.959653 6.929677 9.465420 0.54 -0.30 0.95
H 8.999686 7.806343 10.855167 -0.21 -0.78 -0.29
H 9.714394 3.853933 12.243723 -0.40 0.02 0.10
H 7.774116 2.989058 10.882854 -0.09 0.44 0.26
Br 15.495920 4.215194 20.059383 -0.16 0.09 -0.17
C 14.755630 4.940030 18.440660 0.94 -0.03 -0.63
C 14.010371 6.125509 18.495724 0.44 -0.83 0.75
C 13.542901 6.679700 17.327354 0.02 -0.05 1.92
C 13.818439 6.102520 16.148118 -0.77 0.45 -2.77
C 14.533869 4.947052 16.067909 1.31 -1.60 0.73
C 15.111062 4.341345 17.211851 -0.59 0.26 -0.06
H 13.795823 6.622388 19.432544 0.05 -0.27 0.22
H 12.876276 7.504174 17.422590 -0.23 0.85 -0.12
H 14.673158 4.401242 15.127587 0.10 0.40 0.01
H 15.783702 3.453562 17.071110 -0.89 0.91 0.63
```
Forces are in eV/Å.

- net charge = -1
- molecular weight (g mol⁻¹) = 917.6
- ΔE to the lowest compared entry with this formula, charge and spin (kcal/mol) = 33.3

Results of the Löwdin charge analysis, in e, for atoms 1 through 4:
1 Pb 1.467
2 O -0.052
3 C -0.696
4 O -0.047

(3)
The following is a quantum chemistry calculation of C35H24CaCl3N5OSi as an isolated structure, from the OMol25 dataset.

The geometry in XYZ format:
```
70
Properties=species:S:1:pos:R:3:forces:R:3
Ca 0.170677 0.107753 -0.298808 0.04 0.13 0.02
C -2.453986 2.834493 13.345883 -0.01 0.01 0.00
O -3.086295 3.473619 12.250163 0.00 -0.01 0.00
C -2.735887 3.080546 11.002268 -0.02 0.03 0.02
C -3.380354 3.740007 9.955553 0.02 -0.02 0.00
C -3.088971 3.409822 8.649685 -0.01 0.01 0.01
C -2.150210 2.420000 8.352230 0.01 0.00 0.02
C -1.517694 1.768081 9.403769 -0.01 0.01 0.00
C -1.801632 2.088352 10.722255 0.01 -0.01 -0.02
C -1.811443 2.045870 6.977923 -0.01 -0.01 -0.01
N -1.053124 1.030046 6.638798 0.03 0.01 -0.03
C -0.997680 1.063337 5.268742 -0.07 0.01 0.04
C -1.740401 2.105379 4.772694 0.07 0.01 -0.01
N -2.257139 2.734861 5.879956 -0.01 -0.04 0.01
C -1.865317 2.388180 3.380070 0.00 0.01 0.01
C -2.603049 3.452609 2.842907 0.01 -0.01 -0.09
C -2.636895 3.627302 1.483538 0.00 0.00 0.08
C -1.933617 2.727878 0.678978 0.02 -0.02 -0.05
N -1.238110 1.714565 1.159005 0.00 -0.06 -0.01
C -1.185198 1.531414 2.493961 -0.01 0.03 0.05
C -0.388968 0.416797 3.007490 -0.01 0.00 0.02
N 0.249662 -0.364034 2.113421 -0.01 -0.03 0.07
C 0.979835 -1.374406 2.548452 0.01 -0.01 -0.01
C 1.124878 -1.679444 3.905919 -0.02 0.02 0.04
C 0.484500 -0.895657 4.831813 0.02 -0.01 -0.06
C -0.292863 0.182161 4.387166 -0.02 -0.03 -0.02
H -2.869351 3.293068 14.238311 0.01 -0.01 0.00
H -1.373129 2.992814 13.326153 0.00 0.00 0.00
H -2.666970 1.762920 13.355925 0.00 0.00 0.00
H -4.107683 4.503865 10.193580 0.00 0.00 0.00
H -3.619256 3.932537 7.862346 0.01 -0.01 -0.01
H -0.791363 0.999728 9.177389 0.00 0.00 -0.01
H -1.289671 1.563159 11.514713 0.00 0.00 0.00
H -2.821074 3.564931 5.895127 0.01 0.00 0.00
H -3.135137 4.134015 3.495428 0.00 0.00 0.00
H -3.178200 4.444239 1.028947 0.00 0.00 0.00
H -1.924800 2.852589 -0.397711 -0.01 0.00 0.00
H 1.476788 -1.961285 1.782627 0.00 0.00 0.00
H 1.737847 -2.518790 4.202211 0.00 0.00 0.00
H 0.563202 -1.081329 5.894734 0.00 0.00 0.00
C 3.392049 -2.991902 -2.014306 0.01 -0.03 -0.01
C 2.675244 -4.183061 -2.013556 0.00 0.00 0.00
C 1.408792 -4.208016 -1.458096 0.00 0.05 0.01
C 0.862496 -3.034193 -0.923806 -0.04 0.03 0.03
C 1.541166 -1.797913 -0.927271 0.05 -0.12 -0.10
C 2.828231 -1.838097 -1.484640 0.02 -0.02 0.01
C -0.486610 -3.089394 -0.301858 0.03 0.04 -0.03
C -0.944331 -4.291621 0.317875 0.00 0.03 -0.02
C -2.145587 -4.323536 0.946850 0.02 0.02 -0.02
C -2.957523 -3.162483 0.965617 -0.01 0.00 0.01
C -4.218762 -3.111176 1.598701 0.01 -0.01 0.00
C -4.956913 -1.961213 1.586867 -0.02 -0.01 0.01
C -4.463029 -0.818305 0.926154 0.03 0.00 -0.02
C -3.245284 -0.845859 0.304596 -0.05 -0.01 0.02
C -2.452468 -2.016614 0.321430 0.00 0.06 -0.01
N -1.225071 -1.990852 -0.282430 -0.01 -0.06 0.04
H 4.389317 -2.966668 -2.439254 0.00 0.00 0.00
H 3.098701 -5.080618 -2.446506 0.00 0.00 0.00
H 0.841870 -5.132446 -1.475405 0.01 0.00 0.00
H 3.424245 -0.929224 -1.516091 -0.01 0.01 0.00
H -0.297645 -5.156302 0.312803 -0.02 -0.01 0.01
H -2.490542 -5.222494 1.444482 0.00 0.00 0.00
H -4.588856 -4.001879 2.092400 -0.01 0.00 0.00
H -5.922546 -1.926059 2.073302 0.00 0.00 0.00
H -5.056379 0.086968 0.903085 -0.01 0.00 0.00
H -2.883829 0.030056 -0.219719 0.02 -0.02 -0.01
Cl 0.467561 4.711708 -0.762707 0.01 -0.02 -0.01
Si 0.972406 2.784407 -1.526083 0.02 -0.01 -0.01
Cl 2.521827 3.268037 -2.865911 -0.05 0.01 0.01
Cl 2.200080 2.033000 0.192190 -0.02 0.03 -0.01
```
Forces are in eV/Å.

- molecular weight (g mol⁻¹) = 705.1

Results of the Löwdin charge analysis, in e, for atoms 1 through 4:
1 Ca 1.012
2 C -0.077
3 O -0.076
4 C -0.280

Computed electronic energy (Ha) in order:
-2443.368488; -7154.318201; -4045.150937
Computed LUMO energy (eV) in order:
-1.32; 1.41; -0.55
Computed max |F| (eV/Å) in order:
5.846; 2.912; 0.166